The following is a DFT calculation (ωB97M-V/def2-TZVPD) of a 2-piece molecular cluster, C26H31N4 overall in a non-equilibrium geometry.

Cartesian coordinates (Å):
C -0.03917 -2.83480 -2.17460
N -1.40214 -2.80530 -1.65680
C -1.51750 -3.28478 -0.27704
C -2.09727 -1.60142 -1.92835
N -1.36263 -0.58525 -2.25782
C -1.89199 0.72007 -2.52973
C -0.78611 1.72438 -2.81822
C -0.21169 1.78493 -4.09276
C 0.88597 2.62070 -4.32267
C 1.39771 3.41168 -3.28577
C 0.78882 3.38286 -2.02566
C -0.32893 2.57423 -1.80564
N -3.45396 -1.71907 -1.81568
C -4.04929 -3.05524 -1.77920
C -4.37666 -0.65180 -2.16254
H -0.00122 -2.25935 -3.10386
H 0.67173 -2.39588 -1.46326
H 0.24092 -3.87464 -2.36980
H -2.44678 -2.93361 0.18516
H -1.50236 -4.38295 -0.26077
H -0.67203 -2.92144 0.33191
H -2.54462 0.70425 -3.42228
H -2.46784 1.11950 -1.67706
H -0.62941 1.15965 -4.88955
H 1.34019 2.64625 -5.31488
H 2.26642 4.05070 -3.45846
H 1.18627 3.97980 -1.20216
H -0.83436 2.55844 -0.83418
H -3.31632 -3.80130 -2.10491
H -4.39181 -3.31084 -0.76586
H -4.91489 -3.08022 -2.45342
H -4.16190 0.25085 -1.58357
H -4.34172 -0.41798 -3.23709
H -5.38865 -0.98237 -1.91533
C -0.82015 -0.83599 4.11592
C -0.21704 -0.52167 2.81655
N 0.97351 0.05032 2.71444
C 1.63031 0.29420 1.48472
C 1.18941 -0.02128 0.21189
C 2.03578 0.28987 -0.86041
C 3.23439 0.98570 -0.63343
C 3.65779 1.31621 0.66123
C 2.85204 0.94820 1.74007
C 2.96863 1.11384 3.16828
C 1.81160 0.54805 3.76307
C 1.62017 0.57576 5.13201
C 2.60482 1.17700 5.93550
C 3.75179 1.74082 5.35830
C 3.93901 1.71386 3.97020
H -1.74779 -1.38574 3.92010
H -0.18273 -1.47218 4.74583
H -1.08947 0.06189 4.69014
H -0.74106 -0.73705 1.88985
H 0.20730 -0.46661 0.07554
H 1.73359 0.01585 -1.87321
H 3.83532 1.27621 -1.49477
H 4.58864 1.84897 0.85333
H 0.73440 0.14131 5.57518
H 2.46703 1.20119 7.01632
H 4.50063 2.20315 6.00284
H 4.81528 2.14808 3.49233

ΔE to the lowest compared entry with this formula, charge and spin in kJ/mol: 157.0
Calculated total energy in eV: -33418.2777
Charge: +1
LUMO in eV: -4.782
Frontier orbital gap in eV: 5.62
Molecular weight in g mol⁻¹: 399.6

Atomic partial charges in e from the Mulliken method, atoms 1 to 2: atom 1 (C): -0.7436, atom 2 (N): -0.0199

---

The following is a DFT calculation (ωB97M-V/def2-TZVPD) of C23H21ClFN9O8PtS as an isolated structure in a non-equilibrium geometry.

Cartesian coordinates (Å):
Pt -0.21378 1.66242 0.05469
C 5.35435 -0.41377 -2.25522
C 4.17604 0.38851 -1.78219
C 3.81859 0.30237 -0.35281
C 3.11702 1.26382 0.25609
C 2.77077 2.48933 -0.45106
C 3.12001 2.70292 -1.72438
C 3.76836 1.63736 -2.49592
S 2.13245 3.85612 0.47673
O 2.76915 3.78218 1.77083
O 2.28637 5.04218 -0.32009
N 0.53103 3.55480 0.73527
C -0.34464 4.43996 -0.05569
C -0.51909 3.92533 -1.49294
O -0.95154 4.61550 -2.38039
O -0.18312 2.64708 -1.68031
H 5.14117 -1.48070 -2.16556
H 6.23738 -0.18511 -1.65686
H 5.56898 -0.19489 -3.30012
H 4.16017 -0.56259 0.20420
H 2.85385 1.18097 1.30171
H 2.98242 3.67932 -2.16974
H 4.33957 1.94180 -3.36774
H 0.04101 5.45608 -0.10660
H -1.32420 4.47231 0.42716
N 0.66195 1.95128 3.30687
C -0.20688 0.98450 3.11348
N -0.53698 0.19273 4.13844
C -1.53483 -0.65754 3.93619
N -1.87531 -1.48780 4.92605
N -2.26588 -0.75749 2.79912
C -1.79969 -0.03490 1.80607
N -0.76506 0.82782 1.86792
C -2.39381 -0.20690 0.48291
C -3.53493 -1.16750 0.27055
C -4.16830 -0.93199 -1.06119
C -3.59915 -0.12651 -1.98472
C -2.39119 0.56717 -1.68568
N -1.89148 0.55811 -0.45961
H 1.06476 2.05022 4.22305
H 0.82660 2.66537 2.59604
H -1.36266 -1.46612 5.78873
H -2.60698 -2.15878 4.77577
H -4.25974 -0.98798 1.07714
H -5.09159 -1.45608 -1.27677
H -4.04362 -0.00108 -2.96141
H -1.85096 1.14471 -2.42593
F -4.20441 -3.07119 1.57558
C -3.26312 -2.73964 0.63607
C -1.95974 -3.08272 1.21517
N -0.76158 -2.22547 -1.29909
C 0.43436 -4.19770 0.38197
C 1.69643 -3.96098 -0.21012
O 3.05951 0.41738 -2.67280
O 2.18775 -2.97092 -0.69798
C -1.65848 -2.82882 -2.16199
O -1.54578 -2.68546 -3.34936
N -2.76048 -3.60461 -1.70287
C -3.53225 -3.71079 -0.57052
O -4.44782 -4.47763 -0.50465
H 0.28614 0.17152 -0.11123
H 2.22325 -4.95099 -0.18768
H 0.10008 -4.79987 1.20880
H -3.14483 -4.15177 -2.46440
Cl -0.71564 -2.83488 0.19300

ΔE to the lowest compared entry with this formula, charge and spin in kJ/mol: 1622.7
Calculated total energy in eV: -83291.8126
Charge: 0
LUMO in eV: -2.518
Frontier orbital gap in eV: 5.54
Molecular weight in g mol⁻¹: 833.1

Atomic partial charges in e from the Mulliken method, atoms 1 to 2: atom 1 (Pt): 1.3655, atom 2 (C): -1.5560

---

The following is a DFT calculation (ωB97M-V/def2-TZVPD) of one molecule with the formula C3H8N2OS.

Cartesian coordinates (Å):
N -0.84070 -1.27331 -1.67089
C -0.31215 -1.39244 -0.41807
O 0.16170 -2.41354 0.04044
C -0.28267 -0.10802 0.41723
N -0.98130 0.99768 -0.22133
C 1.17698 0.17830 0.76422
S 1.45079 1.61777 1.81129
H -1.40815 -0.44218 -1.77379
H -1.11739 -2.13699 -2.10939
H -0.79024 -0.39445 1.33572
H -1.24902 1.65373 0.50637
H -0.31850 1.51365 -0.79626
H 1.58877 -0.65575 1.33697
H 1.75445 0.25766 -0.16452
H 1.16743 2.59788 0.94202

ΔE to the lowest compared entry with this formula, charge and spin in kJ/mol: 17.0
Calculated total energy in eV: -19104.3263
SMILES string: NC(=O)[C@H](N)CS
Charge: 0
LUMO in eV: 0.651
Frontier orbital gap in eV: 10.03
Molecular weight in g mol⁻¹: 120.2

Atomic partial charges in e from the Mulliken method, atoms 1 to 2: atom 1 (N): -0.4011, atom 2 (C): 0.1243

---

The following is a DFT calculation (ωB97M-V/def2-TZVPD) of a 2-piece molecular cluster, C3H9NO3 overall.

Cartesian coordinates (Å):
C -1.74548 -0.98308 0.36252
C -0.34675 -1.15079 0.93135
N 0.64883 -0.28124 0.28916
C 1.05695 -0.56998 -0.97833
O 0.68570 -1.55293 -1.56916
O 1.88913 0.32564 -1.53921
H -2.36831 -1.83013 0.65205
H -1.72529 -1.00032 -0.72290
H -2.19652 -0.04386 0.67908
H -0.00429 -2.17546 0.80422
H -0.33698 -0.89013 1.99298
H 1.12905 0.39625 0.85576
H 1.78438 1.20458 -1.14331
O 0.79761 2.64788 -0.37615
H -0.07619 2.32663 -0.11526
H 0.80816 3.57694 -0.12279

ΔE to the lowest compared entry with this formula, charge and spin in kJ/mol: 20.4
Calculated total energy in eV: -10890.3698
SMILES string: CCNC(=O)O.O
Charge: 0
LUMO in eV: 0.184
Frontier orbital gap in eV: 9.97
Molecular weight in g mol⁻¹: 107.1

Atomic partial charges in e from the Mulliken method, atoms 1 to 2: atom 1 (C): -1.0822, atom 2 (C): -0.4409

---

The following is a DFT calculation (ωB97M-V/def2-TZVPD) of one molecule with the formula C3H4N2O.

Cartesian coordinates (Å):
N 1.89067 0.52588 -0.47731
C 0.59245 0.17207 -0.83210
C -0.52622 0.40559 -0.18558
C -1.64728 0.25971 0.48044
N -1.93614 -0.97185 1.21363
O -0.97746 -1.68293 1.39015
H 2.57312 -0.16129 -0.77006
H 2.00728 0.75604 0.50082
H 0.49613 -0.26843 -1.82321
H -2.47256 0.96523 0.50321

ΔE to the lowest compared entry with this formula, charge and spin in kJ/mol: 447.6
Calculated total energy in eV: -8199.2461
SMILES string: NC=C=CN=O
Charge: 0
LUMO (spin up / spin down) in eV: -0.433 / -0.434
Frontier orbital gap (spin up / spin down) in eV: 8.26 / 8.26
Molecular weight in g mol⁻¹: 84.1

Atomic partial charges in e from the Mulliken method, atoms 1 to 2: atom 1 (N): -0.5002, atom 2 (C): 0.0207

---

The following is a DFT calculation (ωB97M-V/def2-TZVPD) of one molecule with the formula C15H15N5O4S2 in a non-equilibrium geometry.

Cartesian coordinates (Å):
C 3.63756 1.17612 3.68480
O 2.38237 1.77121 3.92267
C 1.27806 1.18272 3.39341
C 0.06214 1.81399 3.64304
C -1.12033 1.29823 3.14559
C -1.11517 0.13786 2.38805
O -2.22237 -0.46288 1.83594
C -3.47649 0.14495 2.03255
C 0.10959 -0.50341 2.14190
N 0.05048 -1.67144 1.36903
C 1.05794 -2.43958 0.91674
O 2.23790 -2.29663 1.14534
C 0.59343 -3.61637 0.04649
S -0.89438 -3.30740 -0.95683
C -0.37092 -1.97960 -1.92776
N -1.18266 -1.36140 -2.69624
N -0.57589 -0.38519 -3.38929
C -1.24406 0.45046 -4.31170
O -2.42349 0.34784 -4.53434
C -0.30118 1.40424 -4.91178
C -0.85749 2.34604 -5.92033
N 0.95570 1.47004 -4.61992
N 1.51511 0.65655 -3.72908
C 0.76777 -0.22316 -3.15581
S 1.30949 -1.38310 -1.97435
C 1.29513 0.01434 2.63774
H 3.86677 1.13636 2.61578
H 4.36337 1.81368 4.18686
H 3.68906 0.16676 4.10401
H 0.05965 2.71662 4.23177
H -2.04308 1.81408 3.35564
H -3.50178 1.15508 1.61320
H -4.19141 -0.48278 1.50301
H -3.74069 0.18219 3.09376
H -0.89929 -1.91618 1.10843
H 0.32635 -4.45507 0.69193
H 1.41643 -3.92364 -0.59995
H -0.06928 2.98865 -6.29850
H -1.30894 1.78306 -6.73576
H -1.64528 2.94483 -5.46573
H 2.20986 -0.50805 2.41968

Calculated total energy in eV: -53107.7932
SMILES string: COc1ccc(OC)c(NC(=O)CSc2nn3c(=O)c(C)nnc3s2)c1
Charge: 0
LUMO in eV: -0.115
Frontier orbital gap in eV: 7.93
Molecular weight in g mol⁻¹: 393.4

Atomic partial charges in e from the Mulliken method, atoms 1 to 2: atom 1 (C): -0.7774, atom 2 (O): -0.4726